A cluster of 2 separate species, C3H7N3O2 in total. Source: the OMol25 dataset; level of theory: wB97M-V/def2-TZVPD.

Last column: Löwdin charge in e.
Positions of all 15 atoms, in Å:
1 C -1.5338 -0.1122 -0.0993  -0.440
2 C 1.1611 -0.7469 -0.1775  -0.395
3 C 1.8309 0.5829 -0.4058  -0.180
4 H -2.3670 1.4892 -0.2723  0.034
5 H -0.6947 1.7644 0.2900  0.079
6 H -3.1681 -1.4357 0.6030  0.056
7 H -0.7594 -1.7561 -0.0823  0.119
8 H 1.3964 0.5337 -1.5079  0.155
9 H 2.8701 0.7744 -0.7271  0.124
10 H 0.9982 0.8786 1.8362  0.364
11 N -1.3978 1.3334 -0.3950  0.068
12 N -2.8260 -0.4609 0.2906  0.043
13 N -0.3356 -0.8567 -0.2651  0.116
14 O 1.7075 -1.7729 0.2554  0.064
15 O 1.4040 1.6852 0.5625  -0.207

**LUMO level**: -1.614 eV
**ΔE to the lowest compared entry with this formula, charge and spin**: 740.56 kJ/mol
**Spin multiplicity**: 1
**Energy**: -433.040706 a.u.

---

The molecule C18H19ClN6O4S3. Source: the OMol25 dataset; level of theory: wB97M-V/def2-TZVPD.

Last column: Löwdin charge in e.
Positions of all 51 atoms, in Å:
1 C -4.3956 -2.0536 -1.8760  -0.080
2 C -3.9096 -1.0181 -0.9423  -0.660
3 N -3.1404 -0.0435 -1.2645  0.000
4 N -2.7994 0.7544 -0.2606  -0.030
5 C -3.3128 0.4000 0.8673  -0.939
6 S -3.0715 1.2249 2.3610  0.937
7 C -2.1780 2.7122 1.7603  -0.376
8 C -0.7631 2.4362 1.3800  -0.271
9 C -0.3123 2.5906 0.1184  -0.081
10 C -1.2270 2.8295 -1.0469  -0.496
11 O -2.1036 3.6543 -1.0649  0.113
12 O -0.9457 2.0104 -2.0426  0.123
13 N 1.0320 2.4290 -0.1680  0.045
14 C 1.8387 2.2556 -1.2682  -0.372
15 O 1.6993 2.4640 -2.4333  0.139
16 C 2.9911 1.7395 -0.3846  -0.148
17 N 3.2296 0.3417 -0.5802  0.113
18 C 3.8990 -0.3957 0.3338  -0.503
19 O 4.5877 0.0560 1.2165  0.075
20 C 3.6805 -1.9053 0.1145  -0.016
21 N 2.2889 -2.1721 -0.1150  -0.113
22 N 1.7571 -1.8301 -1.2981  0.098
23 C 0.4498 -2.0059 -1.2108  -0.332
24 C -0.4673 -1.7249 -2.3409  -0.022
25 C 0.1434 -2.4640 0.0831  -0.577
26 Cl -1.4102 -2.8413 0.7009  0.724
27 C 1.3413 -2.5466 0.7725  -0.299
28 C 1.6241 -2.9302 2.1751  -0.020
29 C 2.0558 2.0929 0.7981  -0.432
30 S 1.4399 0.8271 1.9380  0.988
31 C 0.1054 1.9426 2.4996  -0.412
32 S -4.3258 -1.0276 0.7695  0.999
33 H -4.0144 -3.0292 -1.5764  0.075
34 H -5.4834 -2.0966 -1.8630  0.078
35 H -4.0500 -1.8226 -2.8799  0.086
36 H -2.2132 3.3892 2.6157  0.094
37 H -2.7479 3.1274 0.9331  0.074
38 H -1.5704 2.1238 -2.7758  0.148
39 H 3.9282 2.3026 -0.4019  0.162
40 H 2.6296 -0.1649 -1.2351  0.116
41 H 4.0340 -2.4464 0.9915  0.131
42 H 4.2468 -2.2170 -0.7677  0.140
43 H -1.1411 -0.9075 -2.0851  0.046
44 H 0.1133 -1.4477 -3.2153  0.084
45 H -1.0694 -2.6039 -2.5651  0.079
46 H 2.2971 -3.7861 2.2178  0.090
47 H 0.6931 -3.1925 2.6698  0.070
48 H 2.0826 -2.0969 2.7071  0.071
49 H 2.3849 2.9501 1.3920  0.129
50 H -0.4932 1.3534 3.1953  0.057
51 H 0.5721 2.7629 3.0513  0.092

**SMILES**: Cc1nnc(SCC2=C(C(=O)O)N3C(=O)[C@H](NC(=O)Cn4nc(C)c(Cl)c4C)[C@@H]3SC2)s1
**LUMO level**: 0.313 eV
**Spin multiplicity**: 1
**Energy**: -2981.588018 a.u.

---

no.,frontier orbital gap (eV)
1,7.70
2,9.04